The following is a quantum chemistry calculation of the ion C9H21BNO3 with charge +1, from the Open Molecules 2025 dataset.

Each line ends with the natural charge from an NBO analysis.
Cartesian coordinates (Å):
C1 -1.13 -2.64 4.36  -0.627
C2 -0.90 -1.44 3.47  -0.060
O1 -0.90 -1.87 2.10  -0.541
C3 -1.35 -0.95 1.17  -0.071
C4 -0.42 -1.07 -0.03  -0.090
C5 0.99 -0.56 0.18  -0.087
O2 1.07 0.81 0.47  -0.509
C6 0.03 1.63 -0.02  -0.074
C7 -0.68 1.14 -1.29  -0.425
B1 0.08 1.54 -2.67  1.051
O3 -0.57 2.44 -3.48  -0.893
C8 1.45 0.93 -3.10  -0.812
C9 2.64 1.64 -2.39  -0.589
N1 -0.96 -0.36 -1.24  -0.492
H1 -0.54 -3.49 4.01  0.225
H2 -2.18 -2.91 4.36  0.216
H3 -0.85 -2.40 5.38  0.227
H4 0.07 -0.97 3.69  0.177
H5 -1.67 -0.69 3.63  0.173
H6 -2.38 -1.18 0.85  0.175
H7 -1.36 0.07 1.55  0.187
H8 -0.34 -2.12 -0.28  0.245
H9 1.58 -0.80 -0.71  0.179
H10 1.43 -1.12 1.01  0.239
H11 -0.69 1.82 0.77  0.188
H12 0.47 2.60 -0.26  0.216
H13 -1.64 1.64 -1.31  0.244
H14 -0.68 3.32 -3.11  0.518
H15 1.50 -0.14 -2.89  0.207
H16 1.54 1.05 -4.17  0.261
H17 3.38 0.91 -2.10  0.227
H18 3.10 2.36 -3.06  0.233
H19 2.35 2.17 -1.49  0.201
H20 -1.95 -0.56 -1.37  0.441
H21 -0.49 -0.79 -2.04  0.437

As for the strongest force on any atom: 0.899 eV/Å. The net charge is +1. The value obtained for the LUMO energy is -3.23 eV. Its SMILES is CCOC[C@@H]1COC[C@@H](B(O)CC)[NH2+]1.